Density functional theory data (ωB97M-V/def2-TZVPD) for a molecular structure, C47H116BaF3N8O15S at a distorted geometry.

Each line ends with the Löwdin charge.
Element x y z (Å)
1 Ba -8.10340 13.88674 3.17610  1.762
2 C -2.04203 12.08071 5.41922  -0.740
3 F -1.25659 11.29414 6.13525  0.136
4 F -1.62428 13.30448 5.60862  0.138
5 F -1.99788 11.68360 4.19667  0.178
6 S -3.80965 12.03465 6.20054  0.480
7 O -4.01616 10.60917 6.50723  -0.368
8 O -3.76631 12.90471 7.37554  -0.350
9 O -4.74392 12.50455 5.16099  -0.434
10 C -5.78717 9.62554 -1.69127  -0.064
11 C -5.74237 9.80465 -0.16864  -0.400
12 C -4.38340 9.41625 0.48943  -0.158
13 O -4.01481 8.06593 0.09394  -0.200
14 C -3.01388 7.40851 0.81022  -0.114
15 N -6.03607 11.23493 0.13172  0.007
16 H -4.96784 10.21378 -2.10450  0.085
17 H -6.74560 9.91153 -2.12453  0.070
18 H -5.72050 8.58419 -2.00632  0.079
19 H -6.57272 9.24799 0.26582  0.132
20 H -4.43487 9.55335 1.56955  0.122
21 H -3.59044 10.10305 0.19344  0.120
22 H -2.58599 6.62393 0.18615  0.087
23 H -3.44334 6.87686 1.65935  0.086
24 H -2.19667 8.09750 1.02367  0.090
25 H -5.31454 11.86903 -0.18037  0.065
26 H -6.87297 11.43651 -0.39655  0.044
27 C -7.25133 18.45814 10.35589  -0.064
28 C -6.50423 17.10885 10.38603  -0.413
29 C -7.51401 16.00279 10.71868  -0.166
30 O -7.99832 16.11632 12.12378  -0.198
31 C -9.14250 15.28963 12.30616  -0.126
32 N -5.68069 16.81021 9.16524  0.047
33 H -6.75855 19.25417 9.79767  0.072
34 H -7.62468 18.74628 11.33858  0.080
35 H -8.14722 18.29899 9.75576  0.059
36 H -5.88289 17.19634 11.27731  0.132
37 H -7.05029 15.01848 10.78350  0.125
38 H -8.38518 16.11488 10.07324  0.106
39 H -9.96140 15.50881 11.62099  0.074
40 H -9.41726 15.46194 13.34679  0.093
41 H -8.96839 14.22674 12.13865  0.076
42 H -4.73213 17.12814 9.30398  0.064
43 H -5.57377 15.80679 9.20785  0.054
44 C -12.54941 16.91628 5.95532  -0.048
45 C -11.25526 16.13496 5.71889  -0.396
46 C -11.10423 14.87630 6.58577  -0.229
47 O -9.91469 14.20093 6.28731  -0.246
48 C -9.59283 13.27482 7.32343  -0.082
49 N -11.21751 15.63839 4.32067  0.008
50 H -12.49553 17.49633 6.87659  0.087
51 H -13.37313 16.20634 6.03002  0.084
52 H -12.84644 17.61573 5.17386  0.083
53 H -10.36130 16.72314 5.92617  0.143
54 H -11.91836 14.18747 6.36034  0.133
55 H -11.18790 15.16132 7.63451  0.138
56 H -10.31697 12.46013 7.32231  0.095
57 H -9.47955 13.58876 8.36107  0.097
58 H -8.66613 12.79598 7.00717  0.090
59 H -11.06227 16.36907 3.64088  0.063
60 H -12.14356 15.31096 4.08548  0.076
61 C -8.52905 6.15738 11.01636  -0.063
62 C -7.29558 7.01067 11.20449  -0.486
63 C -7.44163 8.11266 12.29638  -0.191
64 O -6.31149 8.93204 12.16266  -0.191
65 C -6.47756 9.98136 11.20333  -0.094
66 N -6.19763 6.21532 11.53931  0.036
67 H -9.05681 5.95870 11.94915  0.077
68 H -8.24323 5.19332 10.59564  0.072
69 H -9.20201 6.74721 10.39400  0.074
70 H -6.98219 7.51171 10.28860  0.127
71 H -7.34997 7.61943 13.26407  0.127
72 H -8.34371 8.71009 12.16440  0.119
73 H -5.47183 10.38583 11.08924  0.095
74 H -7.23455 10.70850 11.49713  0.079
75 H -6.66070 9.59923 10.19908  0.075
76 H -6.05332 5.39366 10.96997  0.072
77 H -6.48132 5.73304 12.38015  0.075
78 C 7.63333 7.47189 8.43691  -0.053
79 C 6.83009 7.61486 9.78849  -0.409
80 C 5.31607 7.87372 9.58227  -0.190
81 O 5.07743 9.07847 8.81312  -0.197
82 C 3.74019 9.55712 8.94781  -0.113
83 N 7.07362 6.36993 10.52219  0.019
84 H 8.68706 7.24294 8.59605  0.065
85 H 7.76892 8.39442 7.87242  0.066
86 H 7.07511 6.78008 7.80612  0.079
87 H 7.19718 8.45820 10.37340  0.127
88 H 4.78377 7.89630 10.53319  0.114
89 H 4.75447 7.10100 9.05728  0.120
90 H 3.07085 8.69979 8.87661  0.080
91 H 3.42387 10.25477 8.17235  0.080
92 H 3.56913 10.14464 9.84983  0.083
93 H 6.71157 6.44300 11.46223  0.066
94 H 8.07747 6.33718 10.62859  0.063
95 C -0.77372 5.73174 9.51920  -0.054
96 C -1.23638 6.80231 8.51250  -0.440
97 C -1.05919 6.30066 7.11092  -0.214
98 O 0.31134 5.98338 6.84877  -0.195
99 C 0.65365 6.00398 5.50000  -0.134
100 N -2.63684 7.16490 8.72673  0.057
101 H 0.26882 5.46122 9.35178  0.073
102 H -1.32872 4.81836 9.30516  0.070
103 H -1.03384 5.89141 10.56560  0.075
104 H -0.62930 7.69859 8.63995  0.141
105 H -1.29160 7.11808 6.42834  0.120
106 H -1.63864 5.41758 6.84163  0.131
107 H 0.62382 7.02968 5.13236  0.083
108 H -0.03741 5.46806 4.84936  0.080
109 H 1.64040 5.55722 5.37820  0.091
110 H -3.14344 6.41914 8.27146  0.054
111 H -2.83073 7.93545 8.10322  0.063
112 C -6.78064 5.80294 4.85327  -0.239
113 C -6.74817 4.78118 6.01432  -0.265
114 O -5.76284 5.03485 6.99727  -0.059
115 O -6.94781 7.09938 5.38547  -0.062
116 H -7.60779 5.51502 4.20440  0.117
117 H -5.84413 5.66122 4.31385  0.112
118 H -6.49759 3.80779 5.59260  0.110
119 H -7.76333 4.60267 6.36884  0.113
120 H -5.79974 4.25585 7.55710  0.084
121 H -6.11558 7.42853 5.73283  0.088
122 C -5.61515 17.48583 3.65442  -0.236
123 C -4.43164 16.75972 3.06870  -0.215
124 O -4.85960 15.78861 2.11052  -0.105
125 O -6.27720 16.66009 4.59793  -0.106
126 H -6.26813 17.91306 2.89337  0.122
127 H -5.32528 18.39965 4.17308  0.129
128 H -3.77986 16.20520 3.74382  0.134
129 H -3.75322 17.39791 2.50252  0.123
130 H -4.32368 15.88807 1.32027  0.076
131 H -5.88228 16.80735 5.46045  0.099
132 C 1.49201 16.33000 10.72772  -0.036
133 C 1.22242 17.80779 10.43569  -0.496
134 C 2.52123 18.41216 9.85949  -0.127
135 C 2.34773 19.85815 9.26164  -0.143
136 C 1.20354 19.75539 8.21163  -0.142
137 C -0.03420 19.07901 8.69246  -0.530
138 N 0.23516 17.86039 9.39383  -0.147
139 O -0.88589 17.08854 9.61655  0.007
140 C -0.95576 20.05451 9.49878  -0.015
141 C -0.80585 18.74154 7.42402  -0.065
142 C 0.83998 18.59613 11.76747  -0.011
143 H 0.71386 15.99954 11.41576  0.085
144 H 2.39819 16.29396 11.33238  0.084
145 H 1.65826 15.69977 9.85407  0.092
146 H 3.21683 18.47105 10.69662  0.113
147 H 3.04562 17.78989 9.13429  0.118
148 H 3.28216 20.20894 8.82359  0.101
149 H 2.23780 20.61632 10.03701  0.096
150 H 1.56642 19.17674 7.36217  0.120
151 H 0.97637 20.73462 7.79020  0.122
152 H -0.41253 20.32277 10.40489  0.060
153 H -1.39453 20.87098 8.92522  0.084
154 H -1.79357 19.52789 9.95577  0.074
155 H -0.46446 17.94758 6.75980  0.085
156 H -1.86749 18.50957 7.50870  0.071
157 H -0.87601 19.57360 6.72341  0.079
158 H 1.21385 19.61635 11.68097  0.059
159 H 1.20427 18.29032 12.74822  0.078
160 H -0.24390 18.62565 11.87894  0.075
161 H -0.63807 16.25905 9.20168  0.109
162 C 0.06917 15.54217 -2.24260  -0.026
163 C -0.63239 16.08111 -0.94649  -0.434
164 C 0.10736 17.33050 -0.31841  -0.154
165 C 0.11379 18.49780 -1.20244  -0.226
166 C -1.30728 18.91936 -1.31205  -0.146
167 C -2.26974 17.79770 -1.88711  -0.463
168 N -2.04871 16.49455 -1.24192  -0.123
169 O -2.79589 15.44993 -1.76754  -0.018
170 C -3.73262 18.26559 -1.53717  -0.040
171 C -2.12386 17.85988 -3.44007  -0.026
172 C -0.60709 14.95849 0.14074  -0.029
173 H 1.13323 15.30981 -2.28619  0.089
174 H -0.13834 16.12500 -3.14001  0.060
175 H -0.35239 14.57710 -2.52374  0.074
176 H -0.31405 17.53504 0.66580  0.120
177 H 1.16637 17.11141 -0.18201  0.125
178 H 0.67536 18.26556 -2.10732  0.120
179 H 0.60038 19.39178 -0.81240  0.124
180 H -1.35361 19.83921 -1.89501  0.124
181 H -1.66828 19.18624 -0.31880  0.115
182 H -3.87373 18.36185 -0.46064  0.062
183 H -3.94146 19.23607 -1.98736  0.079
184 H -4.46831 17.53272 -1.86848  0.071
185 H -2.64879 18.74287 -3.80460  0.085
186 H -1.07081 17.96770 -3.69999  0.071
187 H -2.53508 16.95194 -3.88126  0.075
188 H -1.32820 14.18426 -0.12132  0.073
189 H -1.02056 15.34461 1.07243  0.068
190 H 0.42102 14.66874 0.35788  0.091
191 H -2.46439 15.36198 -2.66418  0.073

Forces on atoms 1 to 2 (eV/Å):
0.9 0.4 1.2
-2.4 -0.4 3.2

2S+1 = 1
molecular weight = 1259.88 g mol⁻¹
HOMO level = -9.1 eV
HOMO-LUMO gap = 4.06 eV
charge = +1